DFT (ωB97M-V/def2-TZVPD) results for an isolated molecule of C9H10N2OS.

Each line ends with the Mulliken charge.
Positions of all 23 atoms, in Å:
C -0.84259 1.14875 -0.94257  -0.865
C -0.67925 -0.20874 1.09560  -0.373
C -2.16120 0.99061 -0.89435  -0.353
C -2.07399 -0.41894 1.05526  -0.627
C -0.06884 0.64841 0.18581  0.352
C -2.80924 0.31124 0.12326  0.883
C 3.52730 -1.33184 -0.96733  0.037
C 2.88720 -1.55648 0.41547  -0.453
C 1.32161 0.91038 0.18092  0.196
N 2.86377 -1.13877 -1.97168  -0.472
N -4.14756 0.33908 0.25177  -0.567
O 1.85560 2.07753 -0.43905  -0.579
S 2.50522 0.08860 1.15799  -0.192
H -0.27621 1.85219 -1.57389  0.365
H -0.16851 -0.66552 1.98498  0.327
H -2.77695 1.30832 -1.74613  0.216
H -2.41183 -1.23859 1.66750  0.324
H 4.64556 -1.63907 -1.00066  0.293
H 2.05224 -2.08181 0.20564  0.304
H 3.58651 -2.07190 1.09082  0.346
H -4.66092 0.48056 -0.67494  0.223
H -4.81303 -0.27065 0.78611  0.250
H 2.64513 2.46665 0.00947  0.364

The calculation puts the max |F| at 5.7 eV/A. The lowest unoccupied orbital energy (alpha / beta) comes out at -0.35 / -0.11 eV. As for the energy relative to the best compared isomer or geometry (same formula, charge and spin): 433.6 kJ/mol.

***

DFT (ωB97M-V/def2-TZVPD) results for an isolated molecule of C2H7N3O4S.

Each line ends with the Mulliken charge.
Positions of all 17 atoms, in Å:
C -0.94453 1.08377 -0.45956  0.410
C -0.03235 0.35315 0.49900  0.253
N -1.86045 0.27028 -1.05475  -0.289
N -0.79123 -0.47855 1.31511  -0.488
N 0.83367 1.21945 1.09947  -0.513
O 0.95640 -0.33244 -2.08584  -0.600
O -0.92919 2.33340 -0.55746  -0.652
O 0.33086 -2.11116 -0.56967  -0.659
O 2.39751 -0.77563 -0.05525  -0.507
S 0.86511 -0.79221 -0.71270  1.121
H -1.73711 -0.75251 -1.14452  0.192
H -2.55324 0.66074 -1.71817  0.278
H -0.35480 -0.89603 2.21569  0.281
H -1.06988 -1.23902 0.67490  0.296
H 1.53875 0.74287 1.74597  0.254
H 2.82287 -1.50296 -0.43022  0.369
H 0.52762 2.21684 1.23800  0.256

Its SMILES is NC(=O)C(N)(N)S(=O)(=O)O. The calculation puts the max |F| at 3.6 eV/A. The lowest unoccupied orbital energy comes out at 0.38 eV. As for the energy relative to the best compared isomer or geometry (same formula, charge and spin): 117.0 kJ/mol.

***

DFT (ωB97M-V/def2-TZVPD) results for a structure of composition C19H17F5MnN2S.

Each line ends with the Löwdin spin population.
Positions of all 45 atoms, in Å:
C 0.80997 -4.49199 -2.99065  0.000
C -0.59857 -4.98691 -2.67320  0.000
H 0.83847 -3.97615 -3.95308  0.000
H 1.50982 -5.32907 -3.05282  0.000
H 1.17831 -3.80491 -2.22612  0.000
H -1.27818 -4.16015 -2.45856  0.000
H -1.01255 -5.54574 -3.51645  0.000
H -0.59837 -5.65864 -1.81179  0.000
C 1.62677 2.29526 -0.98926  0.037
C 1.96252 3.62786 -1.23057  0.001
C 1.04907 4.63278 -0.89227  0.026
C -0.18720 4.28802 -0.34468  -0.001
H 2.29940 1.46336 -1.18258  0.006
H 2.93182 3.85870 -1.66578  0.000
H 1.30557 5.68243 -1.02896  0.001
H -0.90936 5.02878 0.00303  0.000
N 0.41718 1.96018 -0.47903  0.044
C -0.50118 2.93091 -0.17213  0.031
C -1.71638 2.43631 0.45937  0.030
N -1.73677 1.08194 0.66654  0.063
C -2.80991 0.49499 1.24604  0.030
C -3.85628 2.63658 1.56535  0.022
C -3.88526 1.24699 1.69723  0.002
H -2.74767 -0.58620 1.31378  0.003
H -4.72713 0.73296 2.15345  0.000
C -2.75377 3.24158 0.94818  0.001
H -2.64829 4.31970 0.87157  0.000
H -4.66344 3.24884 1.94684  0.001
Mn -0.01621 0.09413 0.33790  4.442
C -0.70258 -1.72131 0.33769  0.064
H -1.55642 -1.79006 -0.35040  0.022
H -1.00003 -2.03952 1.35348  0.013
H 0.15913 -2.32045 -0.00710  0.030
F 4.51058 -4.51684 2.74926  0.001
C 3.74097 -3.41695 2.61707  0.005
C 2.50286 -3.34568 3.26182  0.000
F 2.04791 -4.40522 3.96888  0.000
C 1.74067 -2.18735 3.14879  0.006
F 0.53495 -2.14239 3.76334  0.002
C 2.17327 -1.08900 2.37348  0.023
S 1.22861 0.35843 2.24544  0.085
C 3.39712 -1.22360 1.68708  0.008
F 3.77893 -0.25525 0.81900  0.004
C 4.18996 -2.35437 1.82742  -0.001
F 5.37850 -2.43474 1.18737  0.000

The calculation puts the max |F| at 2.6 eV/A. The lowest unoccupied orbital energy (alpha / beta) comes out at -1.08 / -1.24 eV. The expectation value of S² is 8.79. The spin multiplicity is 6.

***

DFT (ωB97M-V/def2-TZVPD) results for an isolated molecule of C21H25N3O5S.

Each line ends with the Mulliken charge.
Positions of all 55 atoms, in Å:
C -0.10663 -2.47906 2.31213  -1.145
N 1.07911 -1.99433 1.65239  -0.089
C 1.34635 -2.14207 0.34280  0.352
C 0.45932 -2.83124 -0.50796  -0.571
C 0.73830 -2.99738 -1.83990  -0.607
C 1.91715 -2.49447 -2.39285  -0.794
C 2.78816 -1.79760 -1.59592  -0.581
C 2.52946 -1.59658 -0.23068  0.199
C 3.39276 -0.71804 0.53416  1.137
O 3.27126 -0.45135 1.72504  -0.758
O 4.34335 -0.11252 -0.22061  -0.382
C 4.82242 1.16957 0.21739  0.344
C 6.09911 1.49805 -0.52790  -1.529
H 6.50245 2.43759 -0.16088  0.394
H 5.87958 1.59594 -1.58762  0.316
H 6.82986 0.70746 -0.38322  0.390
H 4.96714 1.16018 1.30437  0.383
C 3.63011 2.04859 -0.21194  0.405
O 3.55085 2.55946 -1.29912  -0.597
N 2.60146 2.01008 0.70408  -0.188
C 1.28307 1.66390 0.40428  0.137
C 0.45310 1.31452 1.47287  -0.455
C -0.78970 0.76959 1.23262  -0.907
C -1.20141 0.56499 -0.07129  0.018
C -0.41536 0.95870 -1.13618  -0.271
C 0.82230 1.52933 -0.90443  -0.793
H 1.45202 1.82409 -1.72794  0.544
H -0.77134 0.78732 -2.13951  0.586
S -2.73034 -0.31285 -0.32028  1.444
O -2.68544 -1.52322 0.45535  -0.762
O -2.99483 -0.43429 -1.72786  -0.729
N -3.80853 0.72490 0.45480  -0.049
C -4.13348 1.89331 -0.35669  -0.631
H -3.87360 2.79790 0.19981  0.354
H -3.53426 1.85834 -1.26820  0.360
C -5.64075 1.81948 -0.66463  -0.611
H -5.85142 2.05644 -1.70472  0.304
H -6.18709 2.51749 -0.02923  0.302
C -6.01329 0.38041 -0.30545  -0.604
H -5.78410 -0.28652 -1.13702  0.257
H -7.05935 0.26913 -0.02844  0.411
C -5.05809 0.09174 0.85016  -0.707
H -5.40545 0.56182 1.77597  0.393
H -4.87395 -0.96632 1.02587  0.348
H -1.43934 0.46793 2.03783  0.544
H 0.81077 1.43460 2.48467  0.407
H 2.86562 1.72588 1.64184  0.330
H 3.69337 -1.38186 -2.00925  0.503
H 2.13259 -2.64169 -3.43947  0.414
H 0.03520 -3.52486 -2.46705  0.422
H -0.46147 -3.21663 -0.10417  0.416
H 1.76337 -1.47929 2.18972  0.370
H -0.09874 -3.57175 2.37621  0.375
H -0.12945 -2.07538 3.32133  0.346
H -1.01223 -2.16944 1.78467  0.256

Its SMILES is CNc1ccccc1C(=O)O[C@@H](C)C(=O)Nc1ccc(S(=O)(=O)N2CCCC2)cc1. The calculation puts the max |F| at 1.2 eV/A. The lowest unoccupied orbital energy comes out at 0.47 eV. As for the energy relative to the best compared isomer or geometry (same formula, charge and spin): 190.3 kJ/mol.